(1)
Entry from the OMol25 dataset: a molecular structure, C26H25N8ORhS2 (the ωB97M-V functional and the def2-TZVPD basis).

Structure (XYZ):
```
63
Properties=species:S:1:pos:R:3:mulliken_charge:R:1
Rh -0.1472 -0.5504 0.0752 0.35
C -3.1068 1.8671 1.8497 -1.80
C -2.0583 0.8514 1.5822 0.62
N -1.2341 0.9829 0.5471 0.87
N -1.4425 1.9231 -0.3561 -1.08
C -0.6737 1.7722 -1.4440 0.73
O 0.0381 0.7140 -1.5894 -0.75
C -0.6822 2.8578 -2.4202 0.35
C -1.6635 3.8538 -2.3353 -0.15
C -1.6647 4.9068 -3.2282 -0.84
C -0.6836 4.9812 -4.2105 -0.38
C 0.2977 4.0022 -4.2935 -0.80
C 0.3009 2.9398 -3.4094 -0.30
C -1.8330 -0.3259 2.3566 0.97
C -2.5575 -0.6566 3.5101 -1.02
C -2.2430 -1.7960 4.2160 -0.57
C -1.1901 -2.5958 3.7750 -1.09
C -0.5176 -2.2305 2.6276 -0.11
N -0.8345 -1.1496 1.9181 0.46
H -3.0526 2.6546 1.1061 0.32
H -2.9681 2.3143 2.8362 0.47
H -4.1031 1.4206 1.8288 0.36
H -2.4204 3.7876 -1.5686 0.40
H -2.4243 5.6728 -3.1636 0.42
H -0.6880 5.8042 -4.9117 0.42
H 1.0674 4.0732 -5.0495 0.41
H 1.0632 2.1738 -3.4609 0.40
H -3.3628 -0.0077 3.8228 0.54
H -2.7939 -2.0672 5.1058 0.47
H -0.8976 -3.4856 4.3119 0.47
H 0.3061 -2.8341 2.2654 0.52
N -3.7943 -0.1058 -0.9648 -0.20
C -3.3040 -1.3420 -0.7862 0.44
N -2.0307 -1.6371 -0.7205 0.20
C -1.8085 -2.9918 -0.5405 -0.26
C -2.9398 -3.7305 -0.4411 -0.26
S -4.3372 -2.7394 -0.5745 -0.16
C -0.4348 -3.4475 -0.5415 -0.46
C 0.0063 -4.7238 -0.6278 -0.11
S 1.7178 -4.7776 -0.7616 -0.17
C 1.7524 -3.0344 -0.7157 0.38
N 0.5674 -2.4883 -0.5554 0.23
N 2.9023 -2.3547 -0.8420 -0.28
H -3.1666 0.6349 -1.2431 0.05
H -4.7785 0.0237 -1.1242 0.25
H -3.0389 -4.7907 -0.2853 0.47
H -0.5718 -5.6313 -0.6469 0.46
H 3.7458 -2.8458 -1.0811 0.23
H 2.8569 -1.3664 -1.0325 0.13
C 6.2053 0.5077 0.7825 -1.42
C 4.7159 0.4171 0.7897 0.97
C 3.9314 1.1953 -0.0621 -0.72
C 2.5561 1.0715 -0.0445 -0.45
N 1.9225 0.2261 0.7758 0.19
C 2.6577 -0.4885 1.6343 -0.15
C 4.0347 -0.4331 1.6634 -0.75
H 6.5583 1.2410 0.0618 0.38
H 6.6521 -0.4557 0.5334 0.33
H 6.5741 0.7850 1.7705 0.36
H 4.3899 1.9074 -0.7339 0.43
H 1.9376 1.6741 -0.6944 0.30
H 2.1186 -1.1090 2.3388 0.42
H 4.5719 -1.0444 2.3757 0.50
```

## Properties
2S+1: 1
gap between HOMO and LUMO: 6.8 eV
energy relative to the best compared isomer or geometry (same formula, charge and spin): 6.8 kcal per mole
LUMO level: -6.7 eV
total charge: +2

(2)
Entry from the OMol25 dataset: a single C2H3NP2 molecule (the ωB97M-V functional and the def2-TZVPD basis).

Structure (XYZ):
```
8
Properties=species:S:1:pos:R:3:mulliken_charge:R:1
C -1.0322 2.1824 0.1797 0.09
C -0.4990 0.6703 0.2481 -0.06
N -1.4426 3.2374 0.0318 -0.32
P -0.1908 -0.2838 -1.1135 0.03
P 0.6054 -1.9730 0.0265 -0.14
H -0.1069 0.5765 1.3203 0.25
H 0.7972 -2.8252 -1.0389 0.07
H 1.8690 -1.5846 0.3459 0.08
```

## Properties
SMILES string: N#CC=P#[PH2]
2S+1: 1
gap between HOMO and LUMO: 8.4 eV
energy relative to the best compared isomer or geometry (same formula, charge and spin): 27.4 kcal per mole
LUMO level: -1.2 eV
total charge: 0

(3)
Entry from the OMol25 dataset: a molecular structure, C3H6N2O2S (the ωB97M-V functional and the def2-TZVPD basis).

Structure (XYZ):
```
14
Properties=species:S:1:pos:R:3:mulliken_charge:R:1
C -0.4462 0.4460 2.1591 -0.94
C -0.5510 -0.4907 1.0587 0.43
C 0.0993 0.0772 -0.8552 0.60
H -1.5696 0.8205 2.7290 0.27
H 0.0936 -0.3050 3.0628 0.24
H 0.2633 1.6243 1.8801 0.25
H -0.2127 -1.5938 1.5023 0.24
H 1.9273 -0.0424 -1.4145 0.29
H 0.6115 -0.6876 -4.0790 0.13
N -1.1155 -0.2528 -1.1430 -0.47
N 0.9899 0.2204 -1.8332 -0.37
O -1.6104 -0.2654 0.2066 -0.25
O 0.5354 0.0219 0.2648 -0.29
S 0.9850 0.4272 -3.5385 -0.12
```

## Properties
2S+1: 1
gap between HOMO and LUMO: 9.2 eV
energy relative to the best compared isomer or geometry (same formula, charge and spin): 173.7 kcal per mole
LUMO level: 0.6 eV
total charge: 0

(4)
Entry from the OMol25 dataset: a molecular structure, C36H38GeN4O4S5SeW (the ωB97M-V functional and the def2-TZVPD basis).

Structure (XYZ):
```
90
Properties=species:S:1:pos:R:3:mulliken_charge:R:1
W -1.3471 -2.9238 1.4268 1.04
S 0.2111 -4.7200 1.6650 -0.41
C 1.1112 -4.9139 0.2043 0.92
C 2.1975 -5.8375 0.1945 -0.63
C 2.7237 -6.2899 -0.9890 -0.48
C 2.1103 -5.9503 -2.1977 -0.63
C 1.1464 -4.9274 -2.2285 -0.57
C 0.5630 -4.4431 -1.0329 0.08
S -0.9736 -3.6197 -1.0503 -0.02
C -0.8011 -1.9513 -1.6584 -0.65
C -2.2095 -1.4950 -1.4221 0.75
C -3.0210 -1.0091 -2.4463 -1.00
C -4.3374 -0.6681 -2.1192 -0.39
C -4.7828 -0.7652 -0.8297 -1.06
C -3.8266 -1.1568 0.1864 0.81
C -4.2289 -1.1319 1.6786 -1.04
S -2.9477 -1.4613 2.8874 -0.06
C -3.4326 -2.8126 3.9896 0.27
C -3.7282 -2.5912 5.3355 -0.67
C -4.0183 -3.7152 6.0767 -0.43
C -3.9819 -5.0124 5.5631 -0.58
C -3.8392 -5.2255 4.2000 -0.63
C -3.5773 -4.1064 3.3701 0.80
S -3.3543 -4.3207 1.6472 -0.34
N -2.6394 -1.6441 -0.1398 0.21
H 2.4020 -6.3386 1.1181 0.38
H 3.4521 -7.0845 -0.9691 0.36
H 2.3478 -6.4173 -3.1541 0.37
H 0.6601 -4.5166 -3.1126 0.39
H -0.5201 -1.9977 -2.7173 0.61
H -0.1356 -1.3222 -1.0911 0.05
H -2.6070 -0.9141 -3.4401 0.50
H -5.0310 -0.4281 -2.9386 0.41
H -5.7651 -0.4091 -0.5121 0.47
H -5.0724 -1.8133 1.8940 0.40
H -4.5836 -0.1060 1.9574 0.56
H -3.7556 -1.5537 5.7224 0.40
H -4.1344 -3.5496 7.1664 0.32
H -4.3209 -5.8710 6.2135 0.34
H -3.9349 -6.2137 3.7147 0.40
O 4.8132 1.3995 -8.4077 -0.72
C 4.2103 0.9494 -7.4167 0.42
O 4.2422 -0.1978 -6.9437 -0.73
C 3.3042 1.9895 -6.8637 0.19
C 3.6464 3.3221 -7.1682 -0.61
C 2.7178 4.3330 -6.8083 -0.51
C 1.5820 4.0886 -6.0292 -0.15
C 1.2337 2.7822 -5.8341 0.35
C 2.0871 1.7409 -6.2482 -0.45
N 0.0048 2.4447 -5.1943 1.03
O -0.6890 3.4606 -5.0085 -0.60
O -0.2771 1.2584 -4.9623 -0.64
H 4.4931 3.5157 -7.8783 0.38
H 2.9443 5.3752 -7.0748 0.33
H 0.9342 4.9075 -5.6562 0.35
H 1.7830 0.6886 -6.0763 0.38
C 2.3702 6.4819 0.4919 -1.12
Ge 1.4471 5.1300 1.5238 0.41
C 2.5764 3.8665 2.4579 -1.13
C 0.1586 6.0738 2.5860 -1.15
C 0.4815 4.0052 0.1723 -1.01
Se -0.4097 5.3261 -0.8607 -0.09
C 0.3617 5.0259 -2.6485 -0.92
H 3.2203 6.9135 1.0703 0.39
H 1.8255 7.2410 -0.0594 0.35
H 2.8502 5.8284 -0.2603 0.34
H 3.3522 4.3402 3.0472 0.40
H 3.0399 3.0888 1.8715 0.37
H 1.9202 3.3531 3.2217 0.26
H 0.6470 6.3610 3.4693 0.46
H -0.6288 5.3506 2.8261 0.35
H -0.2053 6.9704 1.9980 0.29
H -0.2958 3.4236 0.6922 0.35
H 1.1126 3.3404 -0.4065 0.46
H 1.0616 5.9138 -2.7569 0.34
H -0.4323 5.2120 -3.3557 0.34
H 0.7503 4.0385 -2.6584 0.29
C 2.5407 -0.2533 5.5874 -1.20
C 1.5561 -1.0583 4.7808 1.01
C 0.9234 -2.2369 5.2258 -1.09
C -0.0717 -2.7889 4.4383 -0.07
N -0.2780 -2.3141 3.1875 -0.02
C 0.5768 -1.3420 2.7274 0.31
S 0.2943 -0.8655 1.1345 -0.42
N 1.4612 -0.6882 3.4908 -0.51
H 2.8439 -0.8481 6.4609 0.39
H 1.9805 0.5760 6.0739 0.26
H 3.3383 0.1301 4.9256 0.34
H 1.3005 -2.7909 6.1405 0.25
H -0.7174 -3.6350 4.8125 0.48
```

## Properties
2S+1: 3
gap between HOMO and LUMO (spin up / spin down): 4.1 / 4.1 eV
energy relative to the best compared isomer or geometry (same formula, charge and spin): 81.6 kcal per mole
⟨S²⟩: 2.019
LUMO level (spin up / spin down): -2.1 / -2.1 eV
total charge: 0

(5)
Entry from the OMol25 dataset: a single C6H13N molecule (the ωB97M-V functional and the def2-TZVPD basis).

Structure (XYZ):
```
20
Properties=species:S:1:pos:R:3:mulliken_charge:R:1
C -0.4940 -0.8375 2.9166 -1.22
C -0.4747 -0.1549 1.5516 -0.32
N 1.2684 0.7750 -0.9833 -0.52
C 1.2139 1.6730 -2.1167 -0.80
C 0.3399 -0.0691 -0.7807 0.90
C -0.8872 -0.2828 -1.6526 -1.46
C 0.3965 -0.8630 0.5048 -0.75
H 0.4507 -0.6841 3.4494 0.30
H -1.2986 -0.4359 3.5419 0.35
H -0.6539 -1.9179 2.8226 0.32
H -1.4998 -0.0728 1.1641 0.30
H 2.0457 1.4498 -2.7942 0.26
H 0.2802 1.6556 -2.6961 0.29
H 1.3692 2.6936 -1.7488 0.29
H -1.5433 -1.0447 -1.2222 0.35
H -1.4707 0.6382 -1.7618 0.36
H -0.6041 -0.6103 -2.6593 0.41
H -0.1008 0.8711 1.6557 0.27
H 1.4356 -0.9114 0.8456 0.35
H 0.0343 -1.8890 0.3497 0.32
```

## Properties
SMILES string: CCC/C(C)=N/C
2S+1: 1
gap between HOMO and LUMO: 10.3 eV
energy relative to the best compared isomer or geometry (same formula, charge and spin): 5.6 kcal per mole
LUMO level: 1.1 eV
total charge: 0